10 unconnected molecules or ions with the total composition C32H61BrCl18N3O6S2. Source: the Open Molecules 2025 dataset; level of theory: ωB97M-V/def2-TZVPD.

Structure (XYZ):
```
123
Properties=species:S:1:pos:R:3:forces:R:3
C 3.5876 0.2564 -0.7718 -0.3 0.0 -0.4
C 2.9722 1.0721 -1.9011 0.2 0.0 -0.2
S 1.4713 0.2565 -2.5181 -0.5 -0.4 0.2
C 0.3563 1.6575 -2.7358 0.3 0.8 0.0
C -0.0998 2.2684 -1.4067 1.9 -0.8 1.6
C -0.3199 3.7783 -1.4169 -1.3 -1.3 -0.8
O 0.8144 4.4511 -0.9360 -0.1 0.3 -0.3
C 0.6514 5.7521 -0.9324 0.0 0.0 0.6
N 0.4151 6.8653 -0.7619 0.1 0.0 -0.3
N -1.5059 3.9646 -0.4876 -0.4 0.8 0.2
C -1.5599 2.7675 0.4282 0.1 -0.8 1.2
O -0.8056 3.1426 1.5456 -0.2 0.3 -0.3
N 0.6247 2.7124 1.4997 0.5 0.1 -0.3
O 1.2596 3.4787 2.0569 -0.1 -0.1 0.2
C -1.1566 1.5721 -0.4656 -0.8 1.1 -1.8
C -2.4207 1.3969 -1.4096 0.5 -0.3 0.3
C -2.5394 0.0820 -2.1783 -0.5 -0.2 -0.2
C -3.2429 -1.1098 -1.5247 0.4 0.5 0.2
S -4.9454 -0.8548 -1.0854 -1.2 -2.1 -0.6
O -5.4259 -2.1097 -0.5922 0.4 0.2 0.4
O -5.6587 -0.3177 -2.1986 0.5 1.0 0.2
O -4.9743 0.1637 0.1433 0.2 0.6 -0.3
C -0.5725 0.3191 0.2083 0.0 0.4 0.8
C -0.9186 0.0542 1.6950 0.0 -0.6 0.1
C -1.8908 -1.0869 1.9502 -0.3 0.3 -0.2
Br 0.7687 -0.4620 2.5796 -0.1 0.1 0.0
H 4.4673 0.7661 -0.3797 -0.2 -0.3 -0.3
H 2.8532 0.1106 0.0221 0.1 0.1 0.2
H 3.8530 -0.7338 -1.1434 0.1 0.0 0.0
H 3.6539 1.1253 -2.7493 0.0 0.1 0.0
H 2.7663 2.0984 -1.5892 -0.2 0.0 0.1
H -0.4348 1.4023 -3.4368 -0.1 -0.1 0.1
H 0.9551 2.4346 -3.2246 -0.1 0.0 -0.2
H 0.8109 2.1821 -0.8003 0.1 0.1 -0.1
H -0.6506 4.0818 -2.4105 0.3 0.7 0.1
H -2.3546 4.1053 -1.0407 0.0 -0.4 0.0
H -1.4643 4.8017 0.1101 0.4 0.0 -0.1
H -2.5664 2.6528 0.8296 -0.2 0.2 -0.3
H -3.3576 1.6302 -0.8987 0.0 -0.1 0.0
H -2.3132 2.1717 -2.1739 -0.2 0.0 -0.1
H -3.1328 0.2934 -3.0699 0.1 0.1 -0.1
H -1.5761 -0.2697 -2.5444 0.1 0.1 0.1
H -3.3033 -1.9009 -2.2715 -0.2 -0.1 0.0
H -2.7446 -1.5412 -0.6588 0.0 0.1 0.1
H -4.0859 0.3236 0.4866 0.0 -0.2 0.2
H -0.7807 -0.5836 -0.3588 -0.1 0.1 -0.2
H 0.5041 0.4337 0.1638 0.0 -0.1 -0.1
H -1.2663 0.9235 2.2439 0.2 0.1 0.0
H -1.9458 -1.3356 3.0070 0.1 -0.1 0.0
H -2.9048 -0.7831 1.6664 -0.1 0.0 -0.1
H -1.6343 -1.9709 1.3685 0.1 -0.1 0.1
Cl -6.7741 -7.5449 2.6620 0.0 0.0 0.0
C -6.8442 -5.9375 1.8904 -0.1 0.0 -0.1
C -5.5573 -5.1735 2.0501 0.1 0.0 0.0
Cl -5.2742 -4.7044 3.7491 0.0 0.0 -0.2
H -7.6819 -5.3963 2.3222 0.0 0.0 0.1
H -7.0411 -6.0988 0.8321 0.0 0.0 0.0
H -5.6018 -4.2611 1.4642 0.0 0.1 -0.1
H -4.7033 -5.7607 1.7199 0.0 0.0 0.1
Cl -2.2209 -3.0523 9.0926 0.0 0.0 0.0
C -3.4155 -2.8574 7.7810 0.0 0.1 0.1
C -2.9259 -3.4366 6.4780 0.0 0.0 0.1
Cl -1.5545 -2.4906 5.8216 0.0 0.0 -0.1
H -3.6370 -1.7969 7.6859 0.1 0.0 0.0
H -4.3174 -3.3721 8.0993 0.2 0.0 0.0
H -3.7181 -3.4129 5.7346 0.0 0.1 0.0
H -2.5977 -4.4663 6.5920 0.1 0.0 0.0
Cl 2.3342 0.9839 -5.6185 0.2 0.1 -0.1
C 3.7378 0.5162 -6.6172 0.0 0.1 -0.2
C 4.3985 -0.7336 -6.0994 0.0 -0.1 -0.1
Cl 5.2056 -0.4731 -4.5285 0.0 0.0 0.0
H 4.4272 1.3560 -6.6434 0.0 0.0 0.1
H 3.3659 0.3410 -7.6260 0.0 -0.1 0.0
H 5.1653 -1.0567 -6.8009 0.0 0.0 0.0
H 3.6791 -1.5384 -5.9736 0.0 0.0 0.1
Cl -0.0515 0.3888 -8.4668 0.1 0.2 0.3
C -1.6927 0.2155 -7.8095 0.0 0.0 -0.1
C -1.7713 0.6850 -6.3795 -0.2 0.0 0.0
Cl -0.8609 -0.3983 -5.2838 -0.1 -0.1 -0.1
H -1.9872 -0.8273 -7.9014 0.1 0.0 0.0
H -2.3541 0.8185 -8.4301 0.0 0.0 0.0
H -2.8075 0.6852 -6.0427 0.0 -0.1 0.0
H -1.3684 1.6897 -6.2715 0.1 0.0 0.0
Cl 2.5097 2.6343 7.5078 0.0 0.0 0.0
C 2.5135 1.9523 5.8649 0.1 0.0 0.0
C 1.2659 2.3105 5.0986 0.0 0.1 0.0
Cl -0.1839 1.5088 5.7538 0.0 0.0 -0.1
H 2.6302 0.8745 5.9469 0.0 0.0 0.0
H 3.3850 2.3595 5.3523 0.0 0.0 0.0
H 1.3731 1.9774 4.0687 0.0 -0.1 0.1
H 1.0903 3.3844 5.1096 0.0 0.0 0.1
Cl -3.8702 -7.5230 5.4918 0.0 0.0 0.0
C -4.2959 -7.3803 7.2137 0.1 0.0 0.1
C -5.6522 -6.7610 7.4297 -0.1 -0.1 0.1
Cl -5.7026 -5.0316 6.9735 -0.3 -0.3 0.1
H -3.5154 -6.8021 7.7033 0.0 0.0 0.0
H -4.2929 -8.3873 7.6271 0.0 0.0 0.0
H -5.9065 -6.8131 8.4868 0.0 0.0 0.0
H -6.4253 -7.2709 6.8610 0.0 0.0 -0.1
Cl 5.0982 1.3582 1.7181 0.2 0.3 0.5
C 5.5841 2.9398 2.4072 0.0 -0.2 -0.1
C 4.6103 4.0233 2.0404 0.0 0.1 0.1
Cl 4.6207 4.4055 0.2936 -0.1 -0.1 0.0
H 6.5889 3.1619 2.0571 0.0 0.0 0.0
H 5.6138 2.8335 3.4872 -0.1 -0.1 -0.2
H 4.8705 4.9386 2.5701 0.1 0.0 0.0
H 3.5974 3.7417 2.3047 0.0 0.0 0.0
Cl 6.8990 4.1050 5.0344 0.2 0.2 0.4
C 8.5855 3.5145 5.0565 0.1 -0.1 0.1
C 9.5343 4.5211 4.4626 0.1 0.0 0.0
Cl 9.2767 4.7154 2.7081 0.0 0.0 0.0
H 8.6162 2.5709 4.5172 0.0 0.0 -0.1
H 8.8420 3.3265 6.0971 0.0 0.1 0.0
H 10.5590 4.1819 4.6023 0.0 0.0 0.0
H 9.4232 5.4967 4.9280 0.0 0.0 0.0
Cl -0.6645 -1.0293 -11.2925 -0.1 -0.2 -0.3
C 0.8121 -1.4700 -12.1901 0.0 0.0 -0.1
C 1.5025 -2.6671 -11.5913 0.0 -0.1 -0.1
Cl 2.2018 -2.3062 -9.9879 0.0 0.0 0.0
H 1.4650 -0.6010 -12.2037 0.0 0.0 0.1
H 0.5110 -1.6940 -13.2118 0.0 0.0 0.0
H 2.3242 -2.9749 -12.2352 0.0 0.0 0.0
H 0.8186 -3.5033 -11.4748 0.0 0.0 0.1
```
Positions in Å, forces in eV/Å.

Properties
spin multiplicity = 1
total charge = +1

Atom charges from the Mulliken analysis, given in e for atoms 1 to 99: -1.013 0.072 -0.060 -0.263 -0.479 -1.227 -0.193 0.513 -0.436 0.212 -1.218 -0.457 0.685 -0.491 2.979 -1.663 -0.882 -1.092 1.355 -0.576 -0.636 -0.519 -0.962 -0.717 -0.907 -0.108 0.243 0.292 0.345 0.501 -0.040 -0.280 0.962 -0.506 0.580 0.451 0.596 0.563 1.009 0.490 0.634 0.074 0.528 0.098 0.285 1.160 -0.356 0.641 0.225 0.024 0.369 -0.182 -0.463 -0.349 -0.088 0.321 0.323 0.125 0.307 -0.214 -0.300 -0.105 -0.153 0.379 0.183 -0.040 0.249 -0.061 -0.567 -0.466 -0.167 0.335 0.272 0.377 0.292 -0.134 -0.644 -0.493 -0.116 0.331 0.424 0.420 0.323 -0.192 -0.027 0.133 -0.154 0.345 -0.114 -0.413 0.409 -0.146 -0.543 -0.473 -0.182 0.297 0.361 0.339 0.360



A single C2H3P molecule. Source: the Open Molecules 2025 dataset; level of theory: ωB97M-V/def2-TZVPD.

Structure (XYZ):
```
6
Properties=species:S:1:pos:R:3:forces:R:3
C 1.5772 -0.8719 -0.2404 -2.8 1.6 1.3
C 0.6029 -0.2835 0.1771 0.9 0.1 1.1
P -0.7395 0.4462 1.1300 0.4 -0.9 -0.4
H 2.1775 -1.2533 -0.9470 2.2 -1.3 -1.7
H -1.4284 0.4251 -0.0788 -0.9 0.3 -0.1
H -0.4066 1.8027 1.0439 0.3 0.3 -0.2
```
Positions in Å, forces in eV/Å.

Properties
energy above the lowest of the compared OMol25 structures with the same formula, charge and spin = 5.2 kcal/mol
SMILES string = C#CP
spin multiplicity = 1
total charge = 0

Charges computed using natural (NBO), reported in e: -0.207 -0.340 0.341 0.216 -0.001 -0.010



A molecular structure, C47H49N5P2Se2Ti. Source: the Open Molecules 2025 dataset; level of theory: ωB97M-V/def2-TZVPD.

Structure (XYZ):
```
106
Properties=species:S:1:pos:R:3:forces:R:3
Ti 0.3922 -1.2404 -1.6048 -0.3 -0.1 -1.0
C 0.3542 -4.7028 -4.7228 0.0 0.0 0.0
C -0.8147 -3.7853 -4.3458 0.0 -0.1 0.1
C -0.3753 -2.3137 -4.3242 0.0 0.0 0.0
C -1.5934 -4.2601 -3.1175 0.0 0.2 -0.1
C -2.6615 -5.1306 -3.3060 0.0 0.0 -0.1
C -3.4382 -5.5397 -2.2369 0.0 0.0 0.1
C -3.1993 -5.0407 -0.9616 -0.1 0.0 -0.1
C -2.1559 -4.1588 -0.7200 0.0 0.0 0.1
C -1.9371 -3.5178 0.6406 -0.1 0.0 -0.1
C -2.5017 -4.3247 1.8068 0.1 -0.1 0.0
C -2.5759 -2.1211 0.6374 0.0 -0.1 0.0
C -1.3419 -3.8389 -1.8110 0.2 0.0 -0.1
N -0.1133 -3.1010 -1.5986 0.2 -0.1 0.2
C 1.0450 -3.7810 -1.5314 -0.4 0.1 0.1
C 2.2508 -3.1124 -1.6238 -0.1 0.2 -0.2
C 3.5581 -3.5747 -1.7142 0.2 0.0 0.1
C 4.3674 -2.4658 -1.9331 0.1 -0.1 -0.1
C 3.5603 -1.3258 -1.9875 -0.2 -0.1 0.3
N 2.2579 -1.6943 -1.8105 0.2 0.0 -0.1
C 3.9874 0.1099 -2.1075 -0.1 0.0 0.1
C 3.7323 0.7909 -0.7491 0.0 0.0 0.0
C 3.1799 0.8043 -3.2061 0.1 0.0 -0.1
C 5.4764 0.1883 -2.4465 0.0 0.0 0.0
H 0.7617 -4.4224 -5.6961 0.0 0.0 0.0
H 0.0273 -5.7408 -4.7832 0.0 0.0 0.0
H 1.1695 -4.6451 -3.9964 0.0 0.0 0.0
H -1.5377 -3.8531 -5.1597 0.0 0.0 0.0
H 0.6256 -2.1887 -3.8722 0.0 0.0 0.0
H -1.1270 -1.6909 -3.8324 -0.1 0.0 0.0
H -0.2660 -1.9268 -5.3383 0.0 0.0 0.0
H -2.8847 -5.4846 -4.3070 0.0 0.0 0.1
H -4.2468 -6.2411 -2.3959 0.0 0.0 0.0
H -3.8391 -5.3447 -0.1452 0.0 0.0 0.0
H -0.8616 -3.4187 0.8027 0.1 0.1 0.0
H -3.5915 -4.3661 1.7731 0.0 0.0 0.0
H -2.2220 -3.8518 2.7489 0.0 0.0 0.0
H -2.1174 -5.3466 1.8170 0.0 0.0 0.0
H -3.6612 -2.2126 0.5474 0.0 0.0 0.0
H -2.2528 -1.5068 -0.2090 0.0 0.0 0.0
H -2.3522 -1.5898 1.5669 0.0 0.0 0.0
H 1.0178 -4.8610 -1.4249 0.0 0.0 0.0
H 3.8629 -4.6091 -1.6417 0.0 0.1 0.0
H 5.4377 -2.4748 -2.0601 0.0 0.0 0.0
H 2.6810 0.7282 -0.4544 0.0 0.0 0.0
H 4.0123 1.8447 -0.8085 0.0 0.0 0.0
H 4.3252 0.3239 0.0394 0.0 0.0 0.0
H 2.1099 0.8099 -2.9945 -0.1 0.0 0.0
H 3.3327 0.3197 -4.1730 0.0 0.0 0.0
H 3.4995 1.8439 -3.2997 0.0 0.0 0.0
H 6.0940 -0.2897 -1.6840 0.0 0.0 0.0
H 5.7759 1.2352 -2.5024 0.0 0.0 0.0
H 5.6918 -0.2746 -3.4123 0.0 0.0 0.1
Se -2.6700 1.8321 3.5181 0.0 0.1 -0.1
P -0.5776 1.7301 3.3843 -0.2 -0.1 -0.1
C 0.2424 0.9760 4.8020 0.0 -0.1 0.0
C -0.5248 0.7033 5.9287 0.0 -0.1 0.0
C 0.0824 0.1959 7.0710 0.0 0.0 0.0
C 1.4470 -0.0411 7.0847 0.0 0.0 0.0
C 2.2168 0.2333 5.9589 0.0 0.0 0.0
C 1.6200 0.7428 4.8206 0.0 0.1 0.0
C 0.2526 3.3104 3.1320 0.1 0.0 -0.1
C -0.3607 4.4596 3.6230 0.1 0.0 0.0
C 0.3347 5.6615 3.6256 0.0 0.0 0.0
C 1.6317 5.7162 3.1335 0.0 0.0 0.0
C 2.2338 4.5747 2.6183 0.0 0.0 0.0
C 1.5474 3.3712 2.6158 -0.1 0.0 0.0
C -0.1078 0.6800 1.9467 0.1 -0.2 0.4
C -0.4694 0.6802 0.6193 0.1 -0.1 -0.1
N 0.1151 -0.4399 0.1012 0.0 0.1 0.3
N 0.7831 -1.1078 1.0606 -0.2 0.3 0.0
N 0.6525 -0.4543 2.1609 -0.1 0.1 0.0
P -1.2630 1.7336 -0.5989 0.1 0.2 0.2
Se -0.8049 0.7535 -2.5567 0.3 -0.4 0.3
C -3.0283 1.8464 -0.5533 0.0 0.2 -0.1
C -3.5838 2.7196 -1.5012 -0.1 0.0 0.1
C -4.9549 2.8737 -1.5522 0.0 0.0 0.0
C -5.7653 2.1602 -0.6720 0.0 0.0 0.0
C -5.2098 1.2845 0.2476 0.0 -0.1 0.0
C -3.8338 1.1161 0.3097 0.0 -0.1 0.0
C -0.5107 3.3475 -0.5266 0.1 0.0 -0.1
C 0.7790 3.5133 -1.0396 -0.1 0.0 -0.1
C 1.3856 4.7527 -0.9738 0.0 0.0 0.0
C 0.7129 5.8195 -0.3857 0.0 0.0 0.0
C -0.5580 5.6486 0.1415 0.0 0.0 0.0
C -1.1831 4.4112 0.0722 0.0 0.0 0.1
H -1.5906 0.8895 5.9126 0.0 0.0 0.0
H -0.5160 -0.0121 7.9485 0.0 0.0 0.0
H 1.9177 -0.4382 7.9750 0.0 0.0 0.0
H 3.2838 0.0508 5.9723 0.0 0.0 0.0
H 2.2306 0.9566 3.9535 0.0 0.0 0.0
H -1.3676 4.4024 4.0184 0.0 0.0 0.0
H -0.1333 6.5521 4.0246 0.0 0.0 0.0
H 2.1769 6.6516 3.1510 0.0 0.0 0.0
H 3.2449 4.6222 2.2320 0.0 0.0 0.0
H 2.0263 2.4804 2.2217 0.0 0.0 0.0
H -2.9539 3.2743 -2.1882 0.0 0.0 0.0
H -5.3934 3.5517 -2.2717 0.0 0.0 0.0
H -6.8399 2.2855 -0.7132 0.0 0.0 0.0
H -5.8444 0.7305 0.9265 0.0 0.0 0.0
H -3.4004 0.4386 1.0309 0.0 0.1 0.0
H 1.2900 2.6839 -1.5149 0.0 0.0 0.0
H 2.3778 4.8947 -1.3832 0.0 0.0 0.0
H 1.1873 6.7919 -0.3363 0.0 0.0 0.0
H -1.0714 6.4806 0.6057 0.0 0.0 0.0
H -2.1741 4.2789 0.4878 0.0 0.0 0.0
```
Positions in Å, forces in eV/Å.

Properties
energy above the lowest of the compared OMol25 structures with the same formula, charge and spin = 10.5 kcal/mol
spin multiplicity = 1
total charge = +2

Atom charges from the Mulliken analysis, given in e for atoms 1 to 99: -0.421 -1.326 0.222 -1.166 0.467 -0.942 -1.271 -0.783 0.550 1.313 -2.108 -1.053 -0.634 1.779 -0.402 0.268 -1.611 -0.602 -0.685 1.162 2.562 -1.381 -1.434 -2.177 0.417 0.399 0.231 0.758 0.154 0.111 0.534 0.508 0.423 0.375 0.063 0.400 0.472 0.460 0.595 -0.070 0.411 0.511 0.572 0.609 -0.082 0.496 0.445 0.092 0.350 0.444 0.458 0.429 0.453 -0.266 0.715 0.802 -0.610 -0.677 -0.514 -0.860 -0.065 0.728 -0.417 -0.783 -0.580 -0.897 0.055 0.073 -0.563 2.088 -0.413 -0.570 0.104 -0.227 0.826 -0.711 -0.746 -0.623 -1.338 -0.123 0.669 -0.253 -0.681 -0.642 -0.772 -0.366 0.337 0.425 0.414 0.419 0.243 0.415 0.474 0.464 0.449 0.128 0.456 0.461 0.436



Number 1: E_tot -13525.07444 a.u.. Number 2: E_tot -419.25514 a.u.. Number 3: E_tot -8428.79317 a.u..